Entry 1:
100
Properties=species:S:1:pos:R:3 method="wB97M-V/def2-TZVPD" e_above_lowest_kcal_mol=0.0 charge=+1 energy_ev=-84253.2238 homo_ha=-0.39046
Y 0.03870 -0.35459 0.10369
O -1.65359 -4.48900 0.03648
C -0.93996 -3.50724 -0.01695
O -1.19045 -2.33301 0.46399
C 0.42352 -3.58392 -0.68178
C 1.04185 -4.76523 -1.05351
C 2.35244 -4.70528 -1.50985
C 3.00627 -3.48133 -1.56807
C 2.29605 -2.34929 -1.21224
N 1.03479 -2.40925 -0.79707
C 2.91547 -0.96590 -1.10947
O 4.05956 -0.77332 -1.45061
O 2.09975 -0.09600 -0.57992
H 0.50141 -5.69567 -0.95116
H 2.87090 -5.61270 -1.79123
H 4.03725 -3.38065 -1.87631
C -2.30623 -1.94339 3.81345
C -1.21701 -1.30153 3.01483
N -1.32804 -0.25658 2.28528
N -2.52343 0.40254 2.24013
C -2.66010 1.53894 1.50860
N -3.81935 2.18235 1.67445
S -1.48241 2.13801 0.47805
C 0.13771 -1.92202 3.04319
C 0.48433 -2.84601 4.01502
C 1.78215 -3.34080 4.03950
C 2.69070 -2.89005 3.10182
C 2.26042 -1.96821 2.15803
N 1.01710 -1.50028 2.12225
H -3.30322 -1.63185 3.51172
H -2.26204 -3.02092 3.65700
H -2.18668 -1.74565 4.88031
H -3.25599 0.13281 2.87866
H -4.57089 1.81809 2.23586
H -4.01809 2.95243 1.06013
H -0.23494 -3.17454 4.75015
H 2.07487 -4.06208 4.79028
H 3.71440 -3.23536 3.09174
H 2.93995 -1.57708 1.41100
N 3.10502 1.67146 6.25533
C 2.83881 1.94962 5.17333
C 2.47591 2.26857 3.82049
C 2.83442 3.47125 3.22451
C 2.42402 3.69443 1.92303
C 1.68411 2.71701 1.27929
N 1.34751 1.55133 1.83756
C 1.74027 1.34241 3.08714
H 3.41019 4.20501 3.77169
H 2.66703 4.61348 1.40925
H 1.34142 2.88390 0.26673
H 1.45968 0.40610 3.54927
N -3.31994 0.38472 -1.44189
N -2.34231 -0.59968 -1.08493
H -3.94403 0.01609 -2.15143
H -2.83168 1.17848 -1.84078
H -2.13187 -1.20250 -1.87538
H -2.73351 -1.21512 -0.37996
C -1.23705 3.90986 -3.14206
C -1.72484 3.00462 -4.24096
C -2.68467 3.46780 -5.13837
C -3.10938 2.69139 -6.20467
C -2.56617 1.43114 -6.40115
C -1.60799 0.95725 -5.51881
C -1.19065 1.72492 -4.43473
Sb 0.26150 0.96275 -3.06521
C 1.86926 2.32397 -3.39448
C 2.64262 2.62389 -2.27473
C 3.65942 3.56393 -2.33435
C 3.91010 4.21386 -3.53145
C 3.17379 3.88818 -4.65899
C 2.15676 2.93509 -4.62328
C 1.45433 2.59511 -5.90979
C 1.06117 -0.75464 -4.07392
C 2.42928 -0.72200 -4.35359
C 3.08922 -1.84524 -4.82516
C 2.38300 -3.02236 -5.02059
C 1.02592 -3.06222 -4.75038
C 0.34764 -1.93954 -4.27963
C -1.13466 -2.06006 -4.03891
H -1.86805 4.79317 -3.05320
H -0.21442 4.24378 -3.33903
H -1.23512 3.40753 -2.17322
H -3.09593 4.46108 -5.00158
H -3.85507 3.07628 -6.88798
H -2.87834 0.82417 -7.24093
H -1.16264 -0.01567 -5.69690
H 2.48925 2.06848 -1.36057
H 4.26389 3.76807 -1.45958
H 4.70011 4.95061 -3.59860
H 3.40438 4.36760 -5.60319
H 2.11884 2.77286 -6.75500
H 0.56267 3.20961 -6.05118
H 1.14533 1.55118 -5.94362
H 2.99764 0.18382 -4.18324
H 4.15110 -1.79877 -5.02743
H 2.88589 -3.90729 -5.38947
H 0.47110 -3.97929 -4.91591
H -1.34806 -2.77857 -3.24180
H -1.64640 -2.41879 -4.93358
H -1.58655 -1.09636 -3.79626



Entry 2:
100
Properties=species:S:1:pos:R:3 method="wB97M-V/def2-TZVPD" e_above_lowest_kcal_mol=0.0 energy_ev=-139931.1706 homo_ha="-0.22490 / -0.27956" multiplicity=3
Pd 0.82210 -0.21689 -1.55012
C 2.02065 3.90968 2.14965
O 1.70098 4.05930 0.77808
C 2.40568 4.95699 0.05745
C 3.32181 5.85779 0.58431
C 3.99627 6.72794 -0.26556
C 3.77165 6.70794 -1.63077
C 2.85797 5.80160 -2.15671
C 2.17419 4.93218 -1.32772
N 1.25440 3.98685 -1.87643
C 1.54560 2.63796 -1.85675
N 2.84665 2.31985 -1.73585
C 3.42310 1.06802 -2.04182
C 2.70756 -0.11905 -2.06680
C 3.40717 -1.28274 -2.41258
C 4.75969 -1.25566 -2.69145
C 5.47464 -0.06125 -2.63725
C 4.79966 1.09858 -2.31324
O 5.37733 2.34140 -2.22909
C 6.76691 2.42889 -2.47119
N 0.62116 1.73839 -2.00702
C -0.72003 2.16143 -2.24204
C -1.20651 2.19926 -3.53722
C -2.52576 2.54610 -3.79618
C -3.36378 2.85262 -2.73811
C -2.89455 2.81888 -1.43066
C -1.57222 2.47547 -1.17387
O -1.02668 2.41072 0.06293
C -1.89755 2.53909 1.17140
H 1.41891 3.07781 2.50519
H 1.77277 4.81068 2.71669
H 3.07981 3.67442 2.28171
H 3.51378 5.88741 1.64739
H 4.70660 7.42739 0.15583
H 4.30183 7.38657 -2.28446
H 2.66450 5.75104 -3.22055
H 0.28011 4.17445 -1.68258
H 3.49886 3.08782 -1.69507
H 2.87577 -2.22329 -2.44179
H 5.27848 -2.17115 -2.94773
H 6.53379 -0.05047 -2.84934
H 7.33122 1.82392 -1.75705
H 7.03259 3.47519 -2.34530
H 7.01199 2.10987 -3.48725
H -0.53100 1.93144 -4.34037
H -2.89245 2.56797 -4.81349
H -4.39771 3.11623 -2.92022
H -3.56721 3.04664 -0.61637
H -1.30004 2.31316 2.05216
H -2.72479 1.82680 1.11161
H -2.29472 3.55539 1.25184
Br -5.76260 -7.95721 4.00635
C -5.36302 -6.10578 4.02932
C -6.39289 -5.18571 4.18543
C -6.09800 -3.83830 4.20186
C -4.77435 -3.38973 4.04784
C -3.74796 -4.34206 3.90477
C -4.04511 -5.69182 3.89627
N -4.57340 -2.03068 4.03713
N -3.33051 -1.62680 3.87087
C -2.87134 -1.28799 2.67173
C -3.63292 -1.35751 1.48161
C -3.08677 -1.05903 0.25294
C -1.73925 -0.67179 0.08592
O -1.26338 -0.42742 -1.07432
C -0.93890 -0.54658 1.30385
N 0.33620 -0.12728 1.16799
C 1.07827 0.01315 2.23959
C 0.61523 -0.25237 3.53764
C -0.67730 -0.68298 3.69384
C -1.49734 -0.83801 2.56484
H -7.41265 -5.52804 4.29434
H -6.87891 -3.09967 4.32497
H -2.72318 -4.00874 3.81630
H -3.25765 -6.42619 3.79349
H -4.66882 -1.66180 1.55848
H -3.69008 -1.12134 -0.64511
H 2.09957 0.34682 2.07660
H 1.27257 -0.12409 4.38758
H -1.08910 -0.90442 4.67011
C -0.71198 -2.77748 -3.15195
N -0.75057 -3.52918 -1.90585
C -1.30392 -4.87119 -2.00947
C 0.07062 -3.15681 -0.89679
O 0.95390 -2.28960 -1.03906
N -0.06799 -3.80175 0.30601
C -1.38996 -4.07820 0.85886
C 0.94378 -3.53242 1.31527
H -1.58052 -3.06198 -3.74393
H 0.19623 -2.99572 -3.72058
H -0.76809 -1.71082 -2.95179
H -0.96846 -5.32184 -2.94612
H -2.39605 -4.85253 -2.00867
H -0.95828 -5.49357 -1.18989
H -2.16516 -3.91565 0.11653
H -1.58958 -3.39221 1.68777
H -1.45155 -5.10423 1.22896
H 1.91977 -3.44290 0.84792
H 0.95555 -4.36768 2.01695
H 0.73470 -2.61147 1.86739



Entry 3:
94
Properties=species:S:1:pos:R:3 method="wB97M-V/def2-TZVPD" charge=+1 energy_ev=-198487.7406 homo_ha="-0.35584 / -0.35601"
Pd 0.78443 0.53642 1.70539
C -0.57847 -1.37348 4.46639
C 0.26363 -2.38078 3.68739
C 1.65733 -1.83288 3.38909
C -0.38467 -2.85978 2.40709
C -0.41537 -4.23248 2.22059
C -1.00707 -4.80058 1.10859
C -1.57587 -3.97288 0.16369
C -1.56347 -2.59318 0.29239
C -2.18667 -1.80278 -0.83371
C -3.70867 -1.98118 -0.82331
C -1.64557 -2.26008 -2.19661
C -0.95787 -2.00168 1.43499
N -0.94537 -0.61958 1.58389
C -2.11887 0.05902 1.57819
C -3.32987 -0.52378 2.01419
C -4.51117 0.18412 1.98219
C -4.55047 1.49582 1.53229
C -3.37327 2.12652 1.15329
C -2.19687 1.41672 1.19909
F -1.02777 2.05332 0.85719
H -0.14617 -1.23498 5.45509
H -1.60027 -1.72868 4.58439
H -0.61227 -0.41218 3.95239
H 0.37773 -3.26208 4.32839
H 1.55703 -0.94888 2.71589
H 2.26423 -2.58778 2.89539
H 2.15453 -1.52518 4.31149
H 0.01483 -4.87538 2.97629
H -1.03547 -5.87178 0.98889
H -2.04927 -4.40958 -0.69981
H -1.95157 -0.74158 -0.71321
H -3.96597 -3.03568 -0.88111
H -4.14877 -1.47378 -1.67781
H -4.14507 -1.57778 0.08529
H -2.10067 -3.19688 -2.50851
H -0.56777 -2.40398 -2.16831
H -1.88077 -1.51648 -2.95551
H -3.30227 -1.53528 2.39279
H -5.41987 -0.30198 2.29779
H -5.48307 2.03002 1.48619
H -3.36117 3.15622 0.82789
Se 3.38703 2.94572 2.86069
Se 3.05343 1.37582 4.49639
C 1.16143 1.60622 4.76259
C 0.63983 1.52562 6.04909
C -0.67677 1.89952 6.24619
C -1.40107 2.37672 5.16079
C -0.80787 2.37772 3.91219
N 0.44183 1.96192 3.70189
C 3.94883 1.67622 1.51909
C 5.19623 1.76542 0.91289
C 5.60203 0.71702 0.10639
C 4.74183 -0.35948 -0.07401
C 3.50083 -0.33708 0.53599
N 3.11823 0.66562 1.32409
H 1.26623 1.19482 6.86499
H -1.12297 1.86202 7.22889
H -2.40777 2.74072 5.28149
H -1.33137 2.75872 3.04759
H 5.83113 2.61982 1.10549
H 6.57833 0.73022 -0.35631
H 5.03333 -1.20338 -0.67541
H 2.78383 -1.14678 0.42019
O 1.00963 1.12752 -0.62221
S 1.79843 1.18092 -1.88111
C 1.28073 2.73012 -2.78431
C -0.12897 2.74682 -3.26041
C -0.41807 2.73812 -4.62031
C -1.73157 2.72152 -5.05371
C -2.76927 2.70692 -4.13681
C -2.48747 2.73292 -2.78061
C -1.17567 2.76162 -2.34461
C 0.96783 -0.07948 -2.94311
C 1.76673 -0.36288 -4.16531
C 3.08573 -0.78658 -4.03551
C 3.84173 -1.06578 -5.15691
C 3.28693 -0.92158 -6.41851
C 1.97463 -0.49928 -6.55531
C 1.21683 -0.22298 -5.43131
H 1.99303 2.79942 -3.60501
H 1.47353 3.52882 -2.06781
H 0.38933 2.75702 -5.33711
H -1.94597 2.71952 -6.11111
H -3.79417 2.68312 -4.47711
H -3.29407 2.73552 -2.06241
H -0.94827 2.79272 -1.29271
H -0.04687 0.25112 -3.15971
H 0.92683 -0.94928 -2.28621
H 3.50603 -0.90408 -3.04631
H 4.86193 -1.40338 -5.04871
H 3.87343 -1.15068 -7.29391
H 1.53783 -0.39088 -7.53691
H 0.18693 0.08702 -5.53181



Entry 4:
100
Properties=species:S:1:pos:R:3 method="wB97M-V/def2-TZVPD" e_above_lowest_kcal_mol=95.4 charge=-2 energy_ev=-133941.5839 homo_ha=-0.09330
Tl 0.85468 -0.90126 -0.67863
C -1.98143 0.01316 -4.39687
O -0.74250 -0.29722 -4.94501
C -0.35688 -1.51902 -4.64015
C 0.02022 -2.38433 -5.60196
C 0.53610 -3.66090 -5.36299
C 0.70490 -4.06525 -4.04971
C 0.29807 -3.22280 -3.02982
C 0.39007 -3.74198 -1.66959
N -0.01242 -3.11100 -0.65791
N 0.06737 -3.87268 0.48468
C -0.01077 -3.07907 1.56515
O -0.19081 -1.83343 1.51141
C 0.09084 -3.76844 2.87901
C 0.10440 -5.16931 2.87306
C 0.17896 -5.87541 4.04748
C 0.29109 -5.19089 5.24028
C 0.30150 -3.81579 5.25086
C 0.16123 -3.06556 4.06914
C -0.20420 -1.92541 -3.26564
O -0.56034 -1.11993 -2.31809
H -2.76595 -0.72780 -4.55797
H -2.32230 0.92856 -4.80893
H -1.84403 0.14636 -3.34882
H 0.10859 -2.02602 -6.60325
H 0.99737 -4.14876 -6.16103
H 1.09446 -5.06327 -3.70857
H 0.62769 -4.77583 -1.51569
H 0.12328 -5.71486 1.93593
H 0.20404 -6.99086 4.00232
H 0.43341 -5.74634 6.22915
H 0.42889 -3.27102 6.19355
H 0.10393 -1.97214 4.06627
N -1.90839 3.26327 0.05153
P -1.74862 1.55174 0.21806
C -3.07712 0.71174 -0.80469
C -3.11811 -0.69579 -0.80367
C -4.18135 -1.26167 -1.44711
C -5.13741 -0.53329 -2.12305
C -5.09927 0.86300 -2.14637
C -4.06681 1.45081 -1.50217
C -2.60271 1.35482 1.85032
C -1.90606 0.60687 2.76293
C -2.47876 0.24392 3.97899
C -3.75218 0.67878 4.26172
C -4.44428 1.41879 3.36242
C -3.88274 1.79028 2.17091
C -1.59768 3.85830 -1.17054
C -1.62815 5.26105 -1.42714
C -1.34232 5.71395 -2.66803
C -1.02755 4.77968 -3.67572
C -1.10846 3.43902 -3.37511
N -1.43444 3.01726 -2.18341
H -1.55121 3.79420 1.00634
H -2.43849 -1.30839 -0.21061
H -4.21547 -2.36186 -1.54172
H -5.92802 -1.00633 -2.75816
H -5.82577 1.42937 -2.77242
H -3.95608 2.51212 -1.53448
H -0.84966 0.23984 2.55554
H -1.89679 -0.22396 4.78207
H -4.23922 0.41805 5.19422
H -5.43175 1.83043 3.57708
H -4.35444 2.49638 1.52538
H -1.68927 5.94602 -0.55284
H -1.23128 6.75258 -2.84939
H -0.53872 5.03968 -4.59036
H -0.86772 2.73624 -4.16429
O -1.24010 4.75857 2.06288
C 0.04751 4.95113 1.85848
O 0.81796 4.21787 1.29828
H 0.40708 5.91751 2.25914
N 4.67764 -0.28388 1.73755
C 4.17808 -0.55266 2.95748
C 4.18057 0.42002 4.00483
C 3.75891 0.03685 5.23562
C 3.44526 -1.27910 5.45427
C 3.41770 -2.19460 4.39503
N 3.70668 -1.81883 3.14039
H 4.84897 0.67703 1.55578
H 4.05974 -0.58766 0.97177
H 4.53059 1.41401 3.84522
H 3.80016 0.76545 6.08553
H 3.22561 -1.66237 6.43712
H 3.17156 -3.23159 4.56685
C 4.95777 1.79133 -1.12356
Ge 3.16444 1.24560 -1.84992
C 1.84012 2.67069 -1.51710
C 3.81307 1.28654 -3.76870
C 2.91773 -0.32405 -0.80038
H 5.43514 2.61170 -1.51236
H 5.48267 0.77139 -1.20289
H 5.11100 2.02854 -0.03106
H 2.16907 3.60228 -1.96109
H 1.87700 2.84527 -0.45674
H 0.88055 2.49838 -1.86894
H 4.30129 0.34436 -3.97435
H 4.48431 2.08468 -3.92796
H 2.95428 1.33731 -4.41526
H 3.00452 -1.18022 -1.47975